1.
Density functional theory data (the ωB97M-V functional and the def2-TZVPD basis) for a structure of composition C44H76AlBrNO6 at a distorted geometry.

highest occupied orbital energy	-5.0	eV
E	-5044.30161	Ha
gap between HOMO and LUMO	6.90	eV

Geometry as ORCA input:
```
! wB97M-V def2-TZVPD RIJCOSX def2/J DEFGRID3
* xyz -1 1
C -8.2627 4.5989 1.4476
C -8.1668 4.2933 -0.1417
C -8.3449 5.4027 -1.2177
C -8.2717 4.9989 -2.7103
C -7.9854 3.5440 -3.1580
C -7.7550 2.4104 -2.1227
C -7.4105 0.9030 -2.5976
Al -5.5418 0.4507 -1.8958
Br -5.7170 0.0050 0.5102
C -4.7233 -1.2509 -2.7084
C -5.6064 -2.5825 -2.4815
C -4.9854 -3.5002 -1.2920
C -5.3982 -5.0706 -1.4494
C -5.5330 -5.6665 0.0546
C -5.9343 -7.2263 0.0906
C -4.6882 -8.2383 0.0313
C -4.2845 -8.8489 1.4913
C -2.6823 -8.7702 1.7521
C -2.3197 -8.5414 3.3107
C -1.8833 -9.9506 4.0165
C -0.2786 -10.1228 4.0733
N 0.3265 -9.7975 5.3933
C -0.2171 -9.7682 6.7335
C 0.8688 -9.3992 7.7712
C 2.1788 -9.1625 6.9378
C 1.7296 -9.4211 5.4671
C -4.1482 1.9539 -2.2354
C -2.7841 1.4302 -1.5097
C -1.6674 2.5609 -1.3566
C -0.4753 2.6476 -2.3585
C 0.6310 3.7446 -2.1507
C 0.5711 4.7667 -0.9193
C -0.6323 4.6811 0.0500
C -1.7266 3.5760 -0.1766
C -7.8759 2.8175 -0.6083
H -8.9533 5.5232 1.5540
H -7.2589 4.9007 1.9014
H -8.6792 3.7108 2.0288
H -8.5243 6.4664 -0.8332
H -8.4126 5.8178 -3.4883
H -7.9245 3.3123 -4.2711
H -7.5291 0.7550 -3.7237
H -8.1436 0.1870 -2.0554
H -4.4057 -1.0983 -3.8146
H -3.7226 -1.4237 -2.1434
H -5.5363 -3.2037 -3.4428
H -6.6970 -2.2936 -2.3020
H -5.4118 -3.1774 -0.2723
H -3.8351 -3.4810 -1.2793
H -4.5655 -5.6866 -1.9570
H -6.3584 -5.2082 -2.0683
H -4.6187 -5.4327 0.7029
H -6.4262 -5.0976 0.5235
H -6.5460 -7.4071 1.0386
H -6.6344 -7.4374 -0.7974
H -5.0160 -9.1488 -0.5922
H -3.7711 -7.7938 -0.4932
H -4.8167 -8.3178 2.3526
H -4.5618 -9.9613 1.5113
H -2.2092 -7.9453 1.1175
H -2.1953 -9.7673 1.4242
H -1.4349 -7.8185 3.4708
H -3.2534 -8.1812 3.8739
H -2.3268 -10.8363 3.4321
H -2.3468 -9.9603 5.0614
H -0.0440 -11.2389 3.8760
H 0.1504 -9.4934 3.2221
H -1.3046 -9.9931 6.9885
H 0.7069 -9.3376 8.9072
H 3.2157 -8.8811 7.3215
H 2.4790 -9.3069 4.6006
H -4.4947 2.9756 -1.8569
H -3.9771 2.0551 -3.3799
H -2.3683 0.5426 -2.0990
H -3.1127 1.1436 -0.4362
H -0.4524 1.8901 -3.2189
H 1.4896 3.7662 -2.9065
H 1.3948 5.5355 -0.7617
H -0.7275 5.3863 0.9533
H -2.5952 3.5316 0.5674
H -7.7574 2.0566 0.2439
C 3.2953 6.5963 -3.3010
O 3.8766 5.5837 -2.4864
C 4.5252 4.5722 -3.2521
C 6.0329 4.7990 -3.3287
O 6.3488 5.9983 -4.0349
C 6.6147 7.0869 -3.1618
H 3.1112 7.4730 -2.6767
H 3.9492 6.8900 -4.1261
H 2.3398 6.2422 -3.6997
H 4.0859 4.5042 -4.2536
H 4.3416 3.6214 -2.7425
H 6.4816 3.9725 -3.8880
H 6.4812 4.8087 -2.3293
H 7.6352 7.0042 -2.7728
H 5.9099 7.1334 -2.3295
H 6.5314 8.0117 -3.7367
C 3.1308 1.1350 -0.8698
O 4.4253 1.7274 -0.8789
C 4.8443 2.1398 0.4188
C 5.7708 1.1126 1.0663
O 5.0968 -0.1193 1.3137
C 5.3520 -1.0905 0.3080
H 3.0097 0.5640 -1.7927
H 2.9922 0.4577 -0.0235
H 2.3689 1.9188 -0.8372
H 3.9788 2.3464 1.0574
H 5.3965 3.0764 0.2933
H 6.0949 1.4990 2.0377
H 6.6658 0.9487 0.4561
H 6.3302 -1.5511 0.4812
H 5.3223 -0.6648 -0.6965
H 4.5828 -1.8622 0.3790
C 10.2435 6.0139 2.5967
O 9.9874 7.3291 2.1213
C 10.5585 7.5675 0.8372
C 9.5276 7.4077 -0.2782
O 9.0589 6.0641 -0.3698
C 7.8114 5.8767 0.2869
H 9.5316 5.7958 3.3951
H 10.1263 5.2616 1.8128
H 11.2578 5.9601 3.0038
H 11.4221 6.9145 0.6703
H 10.9171 8.6010 0.8344
H 10.0078 7.6436 -1.2329
H 8.6908 8.1017 -0.1444
H 7.0013 6.2396 -0.3533
H 7.7691 6.3858 1.2514
H 7.6732 4.8066 0.4552
*
```

---

2.
Density functional theory data (the ωB97M-V functional and the def2-TZVPD basis) for a structure of composition C44H77N10O7PRbS3Si4 at a distorted geometry.

relative energy (zero: lowest compared OMol25 entry of this formula, charge and spin)	0.0	kcal per mole
highest occupied orbital energy	-4.5	eV
E	-5515.32914	Ha
gap between HOMO and LUMO	5.97	eV

Geometry as ORCA input:
```
! wB97M-V def2-TZVPD RIJCOSX def2/J DEFGRID3
* xyz -1 1
Rb -0.4080 0.4338 0.4161
N -1.4298 2.2598 2.8723
C -0.4584 2.5110 3.9358
C 0.9097 1.9624 3.5286
C 1.5571 2.9086 2.5185
O 1.9350 3.9952 2.9613
O 1.6391 2.5144 1.2998
H -2.2946 2.7613 3.0312
H -1.6834 1.2794 2.8584
H -0.7617 2.0861 4.9065
H -0.3585 3.5885 4.0730
H 0.8014 0.9628 3.1095
H 1.5673 1.9233 4.4000
C -1.1027 -2.4904 6.5606
N -1.2778 -2.1060 5.1702
C -0.7150 -1.0907 4.4995
N -0.9791 -1.1989 3.2156
C -1.7303 -2.3286 3.1499
N -1.9272 -2.9173 4.3090
C 0.2345 -3.1739 6.7424
C 1.2646 -2.5762 7.4539
C 2.5249 -3.1596 7.4908
C 2.7731 -4.3241 6.7846
C 1.7429 -4.9275 6.0702
C 0.4749 -4.3648 6.0664
C 2.0008 -6.0667 5.1721
N 1.7590 -7.3241 5.2923
N 2.1047 -7.9096 4.0812
C 2.5214 -6.9578 3.3182
O 2.4964 -5.7607 3.9472
C 2.9255 -6.9882 1.9158
C 2.8925 -8.1725 1.1839
C 3.2126 -8.1440 -0.1616
C 3.5487 -6.9462 -0.7836
C 3.5874 -5.7654 -0.0549
C 3.9419 -4.4461 -0.7107
N 3.1168 -3.3557 -0.2309
C 1.9509 -2.8906 -0.7065
N 1.4883 -1.9441 0.0780
C 2.4288 -1.8691 1.0538
N 3.4346 -2.7040 0.9074
C 3.2874 -5.7967 1.2993
H -1.9254 -3.1617 6.7973
H -1.1752 -1.6025 7.1872
H -0.1343 -0.3122 4.9705
H -2.1410 -2.7072 2.2282
H 1.0885 -1.6397 7.9705
H 3.3228 -2.6842 8.0457
H 3.7637 -4.7600 6.7751
H -0.3180 -4.8229 5.4867
H 2.6023 -9.0908 1.6767
H 3.1806 -9.0575 -0.7409
H 3.7770 -6.9348 -1.8432
H 3.8279 -4.5126 -1.7921
H 4.9736 -4.1749 -0.4877
H 1.4862 -3.2554 -1.6091
H 2.3734 -1.1739 1.8768
H 3.3138 -4.8821 1.8755
O 1.8808 1.1896 -1.8478
N 3.1799 1.4949 -2.5589
C -3.5288 -2.7838 -5.6739
C -2.3170 -2.3319 -4.8642
C -2.7142 -1.8385 -3.4806
S -1.2797 -1.1667 -2.5847
O -1.6975 -1.1186 -1.1518
C -1.3545 0.5434 -3.2172
C -2.4412 1.3953 -2.5531
C -3.5620 1.8207 -3.4975
H -3.2260 -3.1749 -6.6458
H -4.2145 -1.9518 -5.8424
H -4.0747 -3.5684 -5.1468
H -1.7949 -1.5374 -5.4058
H -1.6090 -3.1580 -4.7619
H -3.0722 -2.6495 -2.8445
H -3.4863 -1.0692 -3.5209
H -1.4839 0.4607 -4.2987
H -0.3481 0.9221 -3.0250
H -1.9840 2.2929 -2.1301
H -2.8703 0.8590 -1.7023
H -3.1737 2.4089 -4.3342
H -4.2929 2.4220 -2.9564
H -4.0932 0.9602 -3.9121
C -6.3849 5.3201 0.9796
C -5.0643 4.6789 0.5799
C -4.1508 4.4580 1.7753
O -5.2883 3.4944 -0.1952
P -5.5656 1.9894 0.3407
S -7.0347 1.8850 1.6513
S -3.8642 1.1105 0.8405
O -5.9990 1.5003 -1.1499
C -6.6038 0.2579 -1.5203
C -6.0130 -0.9540 -0.8150
C -8.1163 0.3270 -1.3652
H -6.1913 6.2750 1.4740
H -6.9307 4.6634 1.6551
H -7.0017 5.4950 0.0970
H -4.5580 5.3430 -0.1263
H -4.6313 3.7854 2.4894
H -3.9510 5.4142 2.2636
H -3.2094 4.0112 1.4575
H -6.3746 0.1825 -2.5893
H -6.2295 -0.9159 0.2536
H -4.9296 -0.9876 -0.9320
H -6.4545 -1.8613 -1.2357
H -8.3795 0.4390 -0.3146
H -8.5689 -0.5858 -1.7603
H -8.5087 1.1861 -1.9110
C 4.0739 -1.2472 -2.8719
Si 4.4957 0.4521 -2.1763
C 4.9414 0.2771 -0.3685
C 5.9636 1.1284 -3.1301
Si 2.2311 2.8575 -1.9701
Si 1.5679 3.4850 -4.1351
C 1.1486 2.0062 -5.2380
C 3.1262 4.2578 -4.8801
C 0.1659 4.7407 -4.3007
Si 2.7514 4.3545 -0.2567
C 4.2346 3.9307 0.8309
C 1.2134 5.4348 -0.0179
C 3.6709 5.5553 -1.4843
H 4.8847 -1.9662 -2.7228
H 3.8773 -1.1722 -3.9438
H 3.1713 -1.6344 -2.3923
H 5.8636 -0.2927 -0.2292
H 4.1434 -0.2287 0.1763
H 5.0769 1.2604 0.0834
H 6.8222 0.4644 -2.9998
H 6.2526 2.1225 -2.7813
H 5.7448 1.1924 -4.1979
H 1.6030 2.1337 -6.2227
H 0.0735 1.8812 -5.3709
H 1.5514 1.0918 -4.7938
H 3.9456 3.5352 -4.8334
H 3.4372 5.1439 -4.3233
H 2.9777 4.5456 -5.9239
H -0.7497 4.4013 -3.8096
H -0.0661 4.9189 -5.3544
H 0.4430 5.6980 -3.8520
H 4.1444 2.9339 1.2602
H 4.2891 4.6370 1.6603
H 5.1560 3.9955 0.2485
H 0.3630 4.8866 0.3753
H 0.9391 5.8844 -0.9794
H 1.4353 6.2408 0.6819
H 4.5557 5.0995 -1.9436
H 4.0096 6.4475 -0.9460
H 3.0206 5.8996 -2.2952
*
```

---

3.
Density functional theory data (the ωB97M-V functional and the def2-TZVPD basis) for a structure of composition C44H80F6N5O22PbS2 at a distorted geometry.

highest occupied orbital energy	-9.6	eV
E	-5241.36377	Ha
gap between HOMO and LUMO	4.84	eV

Geometry as ORCA input:
```
! wB97M-V def2-TZVPD RIJCOSX def2/J DEFGRID3
* xyz 1 1
Pb -3.7685 2.1107 1.1664
C 0.6821 2.8217 0.6074
F 1.9440 2.4266 0.4168
F 0.6856 3.6762 1.6450
F 0.0495 3.4627 -0.3922
S -0.4175 1.2028 1.1291
O 0.4031 -0.0202 1.1173
O -1.0055 1.4267 2.4932
N -1.7608 1.1485 0.0720
S -1.4416 0.3645 -1.2530
O -2.4571 0.7587 -2.2790
O -0.0760 0.4858 -1.8037
C -1.7315 -1.5569 -0.7241
F -2.6843 -2.1518 -1.4498
F -0.5972 -2.3077 -0.9530
F -2.0911 -1.5413 0.5915
C -5.4576 -0.6270 -0.4471
O -4.9108 -0.2905 0.8018
C -5.1896 -1.1060 1.9419
C -4.1519 -0.5977 3.0411
N -4.2365 0.7780 3.3938
C -3.4477 1.1734 4.5244
C -3.2865 2.6905 4.6920
O -2.9320 3.3109 3.4052
C -2.2728 4.5731 3.4558
H -5.0167 -1.5399 -0.8476
H -5.3228 0.1741 -1.1739
H -6.5385 -0.5422 -0.3350
H -5.2608 -2.1894 1.8456
H -6.1972 -0.8921 2.2986
H -3.1466 -0.8472 2.7015
H -4.2903 -1.2375 3.9126
H -5.2164 0.8640 3.6229
H -2.4420 0.7562 4.5746
H -3.8030 0.7906 5.4812
H -2.5016 2.9321 5.4087
H -4.1971 3.0772 5.1497
H -2.3247 5.2104 2.5730
H -1.2157 4.4487 3.6905
H -2.6925 5.1496 4.2802
C -0.1824 -5.4480 8.3570
O 1.0732 -5.4526 7.6783
C 1.3529 -6.7076 7.0087
C 2.6528 -6.5113 6.1846
N 2.5692 -5.6649 4.9415
C 1.8313 -6.3755 3.8810
C 1.6720 -5.6177 2.5973
O 1.0800 -4.3741 2.7779
C 1.0546 -3.5160 1.6914
H -0.9693 -5.8770 7.7366
H -0.5367 -4.4522 8.6237
H -0.0647 -6.0752 9.2407
H 0.5895 -7.0069 6.2905
H 1.6974 -7.5052 7.6669
H 3.1674 -7.4444 5.9552
H 3.3667 -6.1392 6.9194
H 1.9816 -4.8757 5.1694
H 0.8089 -6.5467 4.2178
H 2.2831 -7.3537 3.7162
H 1.0768 -6.1714 1.8713
H 2.6204 -5.4714 2.0803
H 2.0158 -3.2633 1.2437
H 0.6344 -2.5436 1.9479
H 0.4956 -3.7781 0.7930
C 1.9721 6.1987 -2.5882
O 3.2885 6.0151 -2.1502
C 3.8121 4.7246 -2.1514
C 4.9548 4.4251 -1.2015
N 6.2566 4.4135 -1.9129
C 7.2149 4.1311 -0.8180
C 8.5965 3.8149 -1.5147
O 9.6373 3.4534 -0.5873
C 9.2814 2.5851 0.4696
H 1.3500 6.3416 -1.7046
H 1.7008 5.3349 -3.1952
H 1.7959 7.1742 -3.0415
H 3.9214 4.3645 -3.1744
H 3.0239 4.1002 -1.7308
H 4.7263 3.5304 -0.6223
H 5.0343 5.2166 -0.4564
H 6.4242 5.2719 -2.4180
H 6.8200 3.3454 -0.1739
H 7.2975 4.9631 -0.1186
H 9.0260 4.6621 -2.0492
H 8.4740 3.0215 -2.2521
H 9.0565 1.6496 -0.0426
H 8.3824 2.7866 1.0520
H 10.0316 2.2828 1.2003
C 4.4347 3.4676 2.6605
O 5.4843 2.9589 1.7760
C 5.7467 1.6102 2.0564
C 4.8737 0.6037 1.3116
N 4.8720 0.6356 -0.1447
C 3.7182 0.1418 -0.8991
C 3.2123 -1.2615 -0.5811
O 4.1485 -2.2188 -1.0600
C 3.6935 -3.6219 -0.9789
H 4.2695 4.5244 2.4505
H 4.7711 3.5974 3.6891
H 3.5044 2.9025 2.6024
H 5.8180 1.3464 3.1116
H 6.7588 1.3574 1.7403
H 3.8323 0.7951 1.5706
H 5.0106 -0.4233 1.6502
H 5.3714 1.4334 -0.5110
H 3.8880 0.1606 -1.9756
H 2.8329 0.7487 -0.7096
H 2.2917 -1.3909 -1.1502
H 3.1107 -1.4751 0.4829
H 4.5362 -4.1701 -1.4000
H 2.9224 -3.8748 -1.7066
H 3.3900 -4.1238 -0.0601
C -6.9574 0.0222 -4.6525
C -6.1785 -0.5774 -5.6662
C -4.8857 -0.0489 -5.8837
C -4.4567 0.8979 -4.9582
C -5.2209 1.3915 -3.9467
C -6.5275 1.0465 -3.8955
O -7.3338 1.7017 -2.9818
O -4.0416 -0.5228 -6.7981
H -7.9903 -0.2615 -4.5147
H -6.7387 -1.3602 -6.1558
H -3.4558 1.3008 -5.0066
H -4.7281 2.1786 -3.3954
H -6.8246 2.1786 -2.3224
H -3.1601 -0.2721 -6.5124
C -0.9905 6.6759 -4.3894
C -0.5206 6.0642 -5.5610
C -0.4991 4.7258 -5.7018
C -0.8709 3.9435 -4.6428
C -1.2807 4.5019 -3.4599
C -1.3782 5.8804 -3.2797
O -1.6998 6.3713 -2.0860
O -0.0829 4.2446 -6.9859
H -0.8706 7.7387 -4.2391
H -0.1186 6.6510 -6.3737
H -0.8962 2.8650 -4.6932
H -1.4920 3.7838 -2.6814
H -2.0609 5.5835 -1.6729
H 0.2203 4.9985 -7.4970
C -2.9470 -5.5552 -0.1150
C -4.1943 -4.7891 0.0460
O -4.2844 -4.4372 1.4642
C -3.0203 -4.5351 1.9190
O -2.6614 -4.1997 3.0636
O -2.3218 -5.2867 1.0776
H -2.3891 -5.1392 -0.9540
H -3.1891 -6.6178 -0.0974
H -5.0434 -5.3700 -0.3139
H -4.1151 -3.9434 -0.6371
C -3.8730 -4.3009 -5.5022
C -3.9820 -3.4618 -4.2568
O -4.5847 -4.3402 -3.3264
C -4.7267 -5.5180 -3.7627
O -5.1796 -6.3692 -3.0307
O -4.3313 -5.5105 -5.0245
H -2.8481 -4.4329 -5.8488
H -4.4024 -3.7999 -6.3126
H -4.4409 -2.4742 -4.2109
H -2.9478 -3.3473 -3.9320
*
```

---

What is the highest occupied orbital energy in the third record? -9.6 eV